1.
62
Properties=species:S:1:pos:R:3:forces:R:3 method="wB97M-V/def2-TZVPD" total_energy_ev=-62977.8953 s2=6.037 charge=0 spin_multiplicity=5
O -2.4011 -2.0134 -1.8030 0.781 -0.329 -0.035
C -1.2076 -2.1418 -1.9662 1.420 0.963 -0.368
C -0.3372 -3.2419 -1.4527 0.402 -0.465 0.379
C -0.2021 -3.5147 -0.0820 -0.493 -0.358 0.044
H -0.2670 -2.6880 0.6388 -0.519 -0.467 -0.132
C 0.0837 -4.8253 0.3221 0.181 0.277 -0.277
H 0.0521 -5.0746 1.3841 0.153 0.071 -0.309
C 0.3856 -5.7982 -0.6381 0.161 0.537 -0.158
H 0.5173 -6.8344 -0.3382 0.054 0.166 -0.102
C 0.6350 -5.3942 -1.9613 -0.015 0.049 0.387
H 1.0339 -6.1199 -2.6714 -0.031 0.317 0.142
C 0.3409 -4.0841 -2.3589 -0.463 -0.122 0.037
H 0.6326 -3.7061 -3.3497 -0.618 -0.386 0.257
H -0.5987 -1.3879 -2.5405 -0.663 -0.156 -0.108
C 1.8746 0.7679 -2.0616 -0.113 -0.175 0.343
C 1.9934 0.1967 -0.6488 -1.370 -1.265 -3.700
H 2.2735 0.0753 -2.8089 0.350 0.211 0.054
H 2.3508 1.7488 -2.1252 0.025 0.057 -0.189
H 0.8063 0.8685 -2.3193 0.340 0.274 0.027
C 2.8294 -0.8505 -0.3970 1.170 -0.378 0.024
C 4.2914 -0.9402 -0.6718 0.078 -0.410 -0.086
H 2.3314 -1.7343 -0.0247 0.161 -0.353 0.270
H 4.4855 -1.8875 -1.2018 0.037 0.194 0.150
H 4.8768 -0.9818 0.2550 -0.074 0.070 -0.058
H 4.6593 -0.1218 -1.2893 -0.045 0.115 0.101
Rh 0.8254 0.9306 0.6392 0.635 0.809 2.310
Cl 1.1802 -0.8078 2.0987 0.200 -1.541 0.856
Cl 2.7017 2.3877 0.9292 1.422 0.702 -0.151
H -4.1653 -2.5871 1.6516 0.239 -0.002 -0.018
H -3.0668 -1.4339 3.6731 -0.109 0.071 -0.142
C -3.1289 -2.5931 1.2809 -0.342 0.357 -0.073
C -2.1555 -1.2220 3.1082 0.400 -0.279 0.146
N -2.4180 -1.3848 1.6865 -0.416 0.191 -0.005
H -3.1317 -2.6584 0.1889 -0.036 -0.087 0.308
C -2.1295 -0.4136 0.8164 0.817 0.844 0.183
O -1.3197 0.5171 1.0438 -2.546 -1.270 -0.526
H -1.8024 -0.2153 3.3255 0.100 -0.103 -0.149
H -2.6901 -0.4625 -0.1394 0.370 -0.253 0.289
H -2.6157 -3.4650 1.6963 -0.019 0.102 -0.096
H -1.3995 -1.9413 3.4238 0.136 0.128 0.064
H -1.0886 5.2373 -1.7967 0.131 -0.207 -0.104
H -3.3310 3.6981 -2.7322 0.077 -0.119 -0.014
C -0.6274 4.4077 -2.3551 -0.025 0.258 -0.056
C -2.5590 2.9555 -2.9651 0.043 0.025 0.075
N -1.3715 3.1732 -2.1576 -0.188 0.052 -0.288
H 0.4138 4.2963 -2.0306 -0.375 -0.114 -0.042
C -1.0239 2.3176 -1.2000 1.773 0.928 1.064
O -0.0557 2.5796 -0.4257 -2.476 -0.101 -2.155
H -2.9421 1.9567 -2.7489 -0.064 0.115 -0.113
H -1.6215 1.3894 -1.1572 0.320 0.321 0.171
H -0.6573 4.6578 -3.4220 0.045 -0.045 0.208
H -2.3161 3.0330 -4.0285 -0.011 -0.070 0.100
N 1.2176 4.4270 2.5279 0.558 1.507 0.183
C 1.2924 3.6610 3.7799 -0.104 -0.520 0.641
C 0.7971 2.2445 3.4460 -0.541 -0.744 -0.414
O 1.0064 1.3645 4.2785 -0.335 0.827 -0.628
O 0.1797 2.2332 2.3058 -0.255 0.426 2.413
H 1.9961 4.0772 1.9239 -0.335 -0.155 -0.243
H 1.3104 5.4327 2.7112 -0.075 -0.344 -0.312
H 0.3415 4.1795 2.0426 0.194 -0.392 0.096
H 2.3164 3.6438 4.1718 -0.321 0.070 -0.197
H 0.5984 4.0673 4.5196 0.203 0.181 -0.074



2.
50
Properties=species:S:1:pos:R:3:forces:R:3 method="wB97M-V/def2-TZVPD" total_energy_ev=-61186.2633 s2=8.794 charge=+1 e_above_lowest_kj_mol=18.9 spin_multiplicity=6
C -0.9454 1.3122 2.5381 0.243 -0.603 0.791
C -0.2470 0.0754 2.7071 0.084 0.329 1.080
C 0.8638 0.3202 3.5866 -0.882 0.407 -0.447
H -0.5557 -0.9125 2.3657 0.137 0.406 -0.123
C 0.8477 1.6928 3.9462 -0.899 0.215 -0.709
C -0.2778 2.3067 3.3000 0.110 -0.528 0.362
H -0.6112 3.3370 3.4163 0.179 -0.268 -0.036
H -1.8717 1.4231 1.9960 0.006 0.107 -0.080
H 1.5433 -0.4138 3.9849 0.102 -0.153 -0.094
H 1.5228 2.2063 4.6103 0.121 -0.064 0.125
Sm 1.3037 1.5813 1.2573 -1.007 -1.674 1.359
C 2.4418 0.8337 -0.4857 -0.231 -1.030 -1.746
H 2.9697 1.7871 -0.3303 0.715 -1.013 -0.818
H 2.0736 0.7218 -1.5173 0.460 0.280 0.193
H 2.9293 -0.1171 -0.2197 0.636 0.906 -0.175
Si -0.3861 -0.7118 -1.7543 1.169 0.689 1.736
C -1.8277 -1.5051 -2.5247 0.249 -0.833 -0.484
C -3.0964 -1.7601 -2.0195 -0.140 -0.232 -0.932
H -3.2848 -1.4525 -0.9756 -0.400 -0.426 -0.746
C -4.0209 -2.3846 -2.8906 -0.378 0.027 0.295
H -4.9995 -2.6724 -2.5099 0.118 0.191 -0.029
C -3.7451 -2.6533 -4.2462 1.072 0.478 0.654
H -4.4866 -3.0938 -4.9220 0.226 0.288 0.444
C -2.4430 -2.3829 -4.7120 0.363 -0.315 0.300
H -2.1654 -2.5502 -5.7588 -0.202 -0.145 0.434
C -1.4492 -1.9288 -3.8214 -1.533 0.004 -0.502
H -0.4040 -1.8676 -4.1542 -0.610 0.189 -0.005
C 0.5745 -2.0367 -0.5930 -0.172 -0.523 0.480
C -0.0902 -3.2770 -0.7232 -0.247 0.159 0.245
H -0.7549 -3.3846 -1.5803 0.157 -0.348 0.312
C -0.0592 -4.2913 0.2481 0.430 0.093 0.309
H -0.6711 -5.1898 0.1122 0.254 0.394 0.022
C 0.7397 -4.1570 1.3986 0.029 0.120 -0.486
H 0.7416 -4.9295 2.1840 0.020 0.428 -0.536
C 1.5518 -3.0159 1.5104 -0.524 0.003 -0.588
H 2.2409 -2.9038 2.3657 -0.469 0.005 -0.570
C 1.4508 -1.9879 0.5461 -0.548 -0.134 0.228
H 2.0460 -1.1214 0.8118 -0.233 -0.193 -0.354
H -0.7247 0.4021 -0.6670 0.182 -0.761 -0.995
H 0.0081 -0.1331 -3.1157 0.959 0.205 1.337
N 2.8078 3.4196 0.9209 -0.274 1.338 -0.158
N 1.6215 4.1727 1.3410 1.405 0.655 -0.143
C 0.5971 4.3128 0.3897 -0.522 0.733 -0.819
N 0.1594 5.6024 0.3284 -0.407 -0.651 0.331
S -0.0493 3.0747 -0.5686 0.591 1.469 0.320
H 3.1296 3.7460 -0.0029 0.098 -0.064 0.678
H 3.5363 3.4772 1.6387 -0.304 0.394 -0.292
H 1.9424 5.0850 1.6795 -0.463 -0.356 0.039
H -0.6307 5.7945 -0.2784 0.061 -0.223 0.157
H 0.1542 6.1500 1.1878 0.265 0.022 -0.365



3.
108
Properties=species:S:1:pos:R:3:forces:R:3 method="wB97M-V/def2-TZVPD" total_energy_ev=-84153.2391 smiles="COC(=O)OC.COC(=O)OC.COC(=O)OC.COC(=O)OC.COC(=O)OC.COC(=O)OC.COC(=O)OC.COC(=O)OC.COC(=O)OC" charge=0 e_above_lowest_kj_mol=406.1
C 2.3415 1.9408 -3.7923 -1.906 1.182 -0.795
O 2.4972 0.6481 -4.4010 0.719 1.302 1.550
C 1.4548 -0.1382 -4.5891 -3.021 1.151 -1.155
O 0.2465 0.1635 -4.5626 2.778 -0.798 0.381
O 1.9819 -1.2599 -4.9948 0.839 -2.200 0.264
C 1.2933 -2.1970 -5.8356 -0.825 1.223 -0.680
H 2.8938 2.6820 -4.3698 0.742 -0.477 0.355
H 2.3968 2.0562 -2.7098 1.032 -0.880 0.013
H 1.3310 2.3211 -3.9417 -0.442 -0.463 -0.354
H 0.9937 -1.5657 -6.6721 -0.332 -0.450 -0.345
H 0.3920 -2.6339 -5.4054 0.189 0.071 0.339
H 1.9689 -2.9638 -6.2145 0.227 0.259 0.548
C -1.9521 1.8853 1.2861 1.378 -0.464 0.183
O -3.2948 1.5065 1.1752 -0.902 0.399 0.268
C -4.2527 2.4260 1.2369 -0.075 1.231 -1.107
O -4.1634 3.6395 1.4070 0.021 -2.203 0.144
O -5.3798 1.7607 0.9248 1.068 -0.079 0.191
C -6.5558 2.5132 0.9023 -0.944 -0.327 0.273
H -1.4738 1.0359 1.7739 0.060 0.289 0.218
H -1.7616 2.8131 1.8254 -0.303 -0.026 -0.002
H -1.4876 1.9306 0.3010 -0.209 0.294 -0.212
H -7.3074 1.7947 0.5752 -0.118 0.209 -0.025
H -6.5227 3.3472 0.2013 0.138 0.104 0.278
H -6.7951 2.7789 1.9320 -0.165 0.583 -0.173
C 0.6718 -1.4520 4.8800 0.964 1.491 0.958
O -0.5222 -0.7643 4.5010 -1.453 -0.842 -0.390
C -0.6789 0.4816 4.8837 0.400 3.677 -0.764
O 0.1970 1.2678 5.2905 -2.207 -2.217 -0.314
O -1.9768 0.9068 4.5263 1.793 -2.253 0.512
C -2.4619 2.1814 4.8592 0.145 1.182 -0.323
H 0.6380 -1.4530 5.9695 0.559 -0.133 0.031
H 1.4837 -0.8288 4.5051 0.333 -0.249 0.312
H 0.8419 -2.4740 4.5412 -1.109 0.215 -0.537
H -1.9103 2.9809 4.3645 0.632 -0.028 0.281
H -2.5314 2.3636 5.9316 0.128 -0.134 -0.019
H -3.4385 2.3149 4.3940 -0.195 -0.656 0.224
C 1.2166 4.7341 5.1312 -0.561 -1.533 -0.656
O 1.8573 5.5168 4.1106 0.480 0.740 -1.068
C 1.5059 5.3953 2.7873 -2.705 -0.838 0.997
O 0.4721 4.8349 2.4104 2.212 0.786 0.573
O 2.3597 6.0638 2.0118 0.775 -0.695 0.394
C 2.0198 6.2123 0.6291 -1.869 1.020 -0.243
H 0.1269 4.7128 5.1143 -0.027 0.478 -0.519
H 1.4877 4.9830 6.1572 0.614 0.703 -0.518
H 1.5124 3.6994 4.9579 0.002 -0.078 0.223
H 2.3355 7.2116 0.3292 0.322 -0.185 0.153
H 0.9306 6.2150 0.5868 -0.083 0.062 -0.113
H 2.3011 5.4932 -0.1403 0.797 -0.516 0.824
C -5.0200 -3.5695 -2.5617 -0.426 -0.084 -1.735
O -3.7895 -3.5033 -1.9096 1.303 -0.218 1.486
C -2.7020 -4.1260 -2.3411 -0.559 -1.022 -2.464
O -2.5786 -4.6992 -3.4219 -0.308 0.781 1.419
O -1.7571 -4.0350 -1.4294 1.230 0.978 0.853
C -0.4971 -4.6526 -1.7352 0.018 -1.492 -0.063
H -5.2793 -4.5384 -2.9884 0.184 -0.534 0.755
H -4.9468 -2.9952 -3.4853 -0.336 0.709 0.298
H -5.7591 -3.2099 -1.8458 0.079 0.038 -0.376
H -0.0351 -4.3949 -2.6882 -0.656 0.221 -0.219
H -0.7111 -5.7205 -1.6931 0.242 -0.171 -0.506
H 0.3003 -4.5255 -1.0029 -0.702 0.887 0.571
C 2.9997 -5.9820 -2.4865 -1.083 0.915 -0.240
O 3.8675 -4.8712 -2.8052 0.098 -3.648 -2.203
C 3.7426 -3.8420 -2.1098 -0.533 4.115 3.679
O 2.9931 -3.6740 -1.1432 0.462 -0.302 -1.228
O 4.6183 -2.9146 -2.5211 -0.297 -1.266 -1.119
C 4.5105 -1.6310 -2.0086 0.806 1.738 1.501
H 2.0449 -5.5892 -2.1368 0.233 0.144 0.526
H 3.4437 -6.5972 -1.7040 0.014 -0.227 -0.532
H 2.6811 -6.4041 -3.4396 0.937 -0.670 0.138
H 3.7118 -1.0001 -2.3988 -0.302 -0.498 -0.185
H 5.4446 -1.1112 -2.2213 0.039 -0.193 -0.412
H 4.4983 -1.6354 -0.9187 -0.452 -0.125 0.007
C 1.8586 1.7093 2.5718 0.013 0.675 0.297
O 0.9704 0.7744 1.9446 0.531 -0.757 -3.050
C 1.3422 0.4187 0.6019 1.112 -0.494 0.753
O 2.3894 0.7951 0.0414 -3.588 -1.154 1.353
O 0.3913 -0.5164 0.1676 1.302 1.871 0.394
C 0.4696 -1.0997 -1.1631 1.190 -0.254 -0.110
H 1.3974 2.1276 3.4664 -0.528 -0.641 -0.086
H 1.9904 2.5990 1.9561 0.475 -0.342 -0.373
H 2.7737 1.2212 2.9074 0.079 0.084 -0.459
H 0.6996 -0.4040 -1.9701 -0.390 0.537 0.339
H -0.4402 -1.6554 -1.3905 -0.177 0.466 0.529
H 1.2821 -1.8241 -1.2204 0.170 -0.089 0.439
C 5.7297 1.1114 2.6294 0.594 1.608 -2.775
O 4.8534 0.1103 2.9980 -0.560 -1.517 1.058
C 4.6703 -0.9640 2.2384 0.332 -2.594 -0.904
O 5.3785 -1.4172 1.3126 -2.434 1.897 2.890
O 3.5359 -1.5979 2.8107 1.880 1.062 -1.497
C 2.9724 -2.6884 2.0830 -0.323 -1.075 0.030
H 5.2250 1.5631 1.7754 0.026 0.737 -0.069
H 6.6654 0.8193 2.1527 0.189 -0.700 0.659
H 5.9003 1.9014 3.3607 -0.326 -0.695 0.462
H 3.4804 -2.9638 1.1587 -0.009 0.602 -0.023
H 1.9037 -2.5354 1.9323 0.089 0.656 -0.364
H 2.9681 -3.6005 2.6798 0.502 0.073 0.469
C -7.0913 0.7512 -2.3242 -1.842 1.359 -0.855
O -6.0473 -0.0131 -2.7782 2.417 -1.308 -0.541
C -4.7807 0.4644 -2.6687 0.286 0.578 2.427
O -4.4728 1.5696 -2.2639 -0.478 -0.869 -1.109
O -3.9355 -0.5574 -2.8142 -0.072 -0.537 -0.683
C -2.5274 -0.3059 -2.7818 0.579 1.835 -0.246
H -7.9534 0.3922 -2.8864 -0.158 -0.147 0.168
H -6.9747 1.7790 -2.6679 0.103 0.234 0.542
H -7.3413 0.6772 -1.2658 0.592 -0.050 0.046
H -2.2723 0.5509 -3.4055 -0.265 -0.115 -0.533
H -1.9164 -1.1324 -3.1446 -0.741 -0.293 0.153
H -2.1575 0.0801 -1.8319 -0.456 -0.648 0.544



4.
13
Properties=species:S:1:pos:R:3:forces:R:3 method="wB97M-V/def2-TZVPD" total_energy_ev=-20542.8903 smiles=Nn1cc(S)c(O)n1 charge=0 e_above_lowest_kj_mol=267.2
C 0.1111 -1.2046 -0.0290 -1.254 -2.413 1.008
C 1.1777 -0.3432 0.1394 -0.575 -0.466 -1.298
C 0.5869 0.8913 -0.0152 -2.716 0.776 0.506
H -2.9074 -0.3383 -0.6195 0.118 -0.123 0.375
H -2.6338 -0.4474 1.0683 0.560 -0.785 -2.345
H -0.0008 -2.3072 0.0757 0.446 1.084 -0.257
H 3.4998 0.3590 -0.3943 -1.517 -1.890 0.668
H 0.3858 2.6809 -0.1279 0.939 -0.020 0.371
N -2.3787 -0.8502 0.0901 0.600 0.256 1.522
N -1.0150 -0.4912 -0.1439 -1.156 0.866 0.040
N -0.7712 0.8243 -0.1674 2.418 0.336 0.471
O 1.1403 2.0982 0.1242 -0.420 0.894 -0.814
S 2.8053 -0.8716 -0.0005 2.557 1.485 -0.248



Q: Which of these has the highest charge?
A: C19H25N3SSiSm



Repeat the fourth record exactly.
13
Properties=species:S:1:pos:R:3:forces:R:3 method="wB97M-V/def2-TZVPD" total_energy_ev=-20542.8903 smiles=Nn1cc(S)c(O)n1 charge=0 e_above_lowest_kj_mol=267.2
C 0.1111 -1.2046 -0.0290 -1.254 -2.413 1.008
C 1.1777 -0.3432 0.1394 -0.575 -0.466 -1.298
C 0.5869 0.8913 -0.0152 -2.716 0.776 0.506
H -2.9074 -0.3383 -0.6195 0.118 -0.123 0.375
H -2.6338 -0.4474 1.0683 0.560 -0.785 -2.345
H -0.0008 -2.3072 0.0757 0.446 1.084 -0.257
H 3.4998 0.3590 -0.3943 -1.517 -1.890 0.668
H 0.3858 2.6809 -0.1279 0.939 -0.020 0.371
N -2.3787 -0.8502 0.0901 0.600 0.256 1.522
N -1.0150 -0.4912 -0.1439 -1.156 0.866 0.040
N -0.7712 0.8243 -0.1674 2.418 0.336 0.471
O 1.1403 2.0982 0.1242 -0.420 0.894 -0.814
S 2.8053 -0.8716 -0.0005 2.557 1.485 -0.248